[1]
72
Properties=species:S:1:pos:R:3:forces:R:3:mulliken_spin:R:1 method="wB97M-V/def2-TZVPD" s2=0.754 total_charge=+1 orbital_gap_ev="9.149 / 2.401" e_homo_ev="-11.66 / -11.66" spin_multiplicity=2
O 4.356 -1.303 -3.706 0.50 -1.19 -2.13 0.00
O 1.876 -0.345 4.168 -1.01 1.33 -0.52 0.00
O -0.600 -2.464 -2.520 1.30 0.49 0.34 0.00
O 1.050 1.665 1.483 -0.19 0.07 0.67 0.01
O -0.423 3.348 3.587 -0.72 1.81 2.03 0.75
O -5.652 0.997 -2.296 -1.46 0.95 0.38 0.00
C 1.728 -2.738 3.651 1.09 0.31 0.03 0.00
C 6.147 -0.453 -2.363 1.19 0.09 -2.44 0.00
C 1.386 2.513 -0.722 0.16 -0.36 -0.09 0.00
C -1.841 -3.082 -2.303 -0.89 -0.07 -1.62 0.00
C -1.806 3.224 3.875 1.30 -1.70 0.72 0.01
C -1.949 -4.349 -3.150 0.01 -0.54 1.13 0.00
C -2.554 4.440 3.380 0.18 1.64 -1.21 0.17
C 3.781 0.489 -2.398 -0.02 1.27 -1.10 0.00
C 2.662 -1.472 3.879 -0.10 -1.58 -0.11 0.00
C -2.147 1.870 3.369 -1.26 -1.38 -0.47 0.02
C -4.178 0.317 -0.699 0.41 -0.55 2.34 0.00
C -0.526 0.970 -0.167 -0.01 -0.82 -0.05 0.00
C -2.088 -3.224 -0.831 0.30 -0.55 0.38 0.00
C 4.943 -0.115 -3.272 -2.67 0.48 4.03 0.00
C -4.480 0.240 -2.128 -1.50 -0.16 -0.50 0.00
C 3.567 -1.132 2.667 -1.24 0.33 0.16 0.00
C 0.959 1.264 0.111 -1.39 1.88 -1.15 0.00
C -3.417 0.897 -2.860 1.83 0.37 -2.02 0.00
H 1.708 1.132 1.934 0.09 -0.13 0.29 0.00
H 6.103 -1.433 -1.888 -0.53 0.33 0.34 0.00
H -2.221 -2.228 -0.408 -0.12 -0.22 0.27 0.00
H 4.131 -1.938 2.195 0.18 -0.08 0.66 0.00
H 6.857 -0.613 -3.174 0.79 -0.41 0.19 0.00
H -2.021 1.735 2.295 -0.03 0.24 -0.12 0.00
H -1.197 1.813 -0.002 0.23 0.26 0.30 0.00
H 1.301 2.377 -1.800 0.22 -0.43 0.00 0.00
H -2.056 5.340 3.742 0.10 -0.03 -0.01 0.00
H -0.150 2.950 2.757 0.61 -1.17 -1.75 -0.02
H -3.315 1.935 -2.545 0.08 -0.04 0.06 0.00
H -0.774 0.637 -1.175 0.57 0.12 -0.25 0.00
H -3.308 -0.278 -0.419 0.00 -0.29 -0.14 0.00
H 3.365 -0.279 -1.746 0.40 0.19 0.53 0.00
H -0.842 0.122 0.440 -0.10 0.07 0.34 0.00
H 2.319 -3.607 3.362 0.21 0.07 -0.18 0.00
H -2.532 -2.376 -2.763 -0.86 0.03 0.44 0.00
H -1.183 -5.047 -2.812 0.24 -0.05 -0.22 0.00
H -2.474 4.430 2.293 -0.38 0.13 -0.04 0.00
H -1.581 1.073 3.851 0.33 0.31 0.12 0.00
H -2.888 -3.917 -0.568 -0.56 0.47 -0.34 0.00
H 3.975 1.460 -1.944 0.64 -0.34 0.80 0.00
H 4.160 -0.239 2.865 0.33 -0.30 0.19 0.00
H 2.386 2.875 -0.481 0.14 -0.36 -0.03 0.00
H -3.183 1.631 3.609 -0.22 0.23 -0.10 0.01
H -1.855 -4.180 -4.222 0.02 0.13 0.13 0.00
H -5.008 0.018 -0.059 -0.07 -0.12 -0.11 0.00
H 0.979 -2.587 2.874 0.14 0.35 -0.12 0.00
H 6.650 0.320 -1.782 -0.70 0.12 0.29 0.00
H -4.709 -0.754 -2.510 0.47 -0.43 0.31 0.00
H -3.584 4.524 3.728 0.08 -0.72 0.04 0.01
H 2.934 0.812 -3.003 -0.13 -0.50 -0.67 0.00
H 0.746 3.379 -0.551 -0.39 -0.19 0.50 0.00
H 1.193 -3.092 4.532 0.05 0.50 0.32 0.00
H 1.532 0.357 -0.082 0.27 0.24 0.01 0.00
H -0.654 -2.036 -3.378 0.26 -0.03 -0.07 0.00
H -1.900 3.272 4.960 0.44 0.20 0.35 0.05
H 3.213 -1.543 4.817 0.76 -1.03 -0.34 0.00
H -3.620 0.895 -3.931 -0.08 0.14 -0.13 0.00
H 2.889 -0.824 1.871 -0.32 0.05 -0.22 0.00
H 1.540 -0.473 5.058 -0.11 0.14 0.01 0.00
H 3.785 -1.717 -3.054 0.19 0.31 0.21 0.00
H -6.125 0.845 -3.118 0.33 -0.23 -0.14 0.00
H -3.899 1.325 -0.395 -0.22 0.30 -0.26 0.00
H -2.891 -4.852 -2.928 -0.21 0.07 -0.26 0.00
H -2.468 0.368 -2.764 0.21 0.06 0.21 0.00
H 5.135 0.563 -4.104 0.34 -0.40 -0.05 0.00
H -1.261 -3.729 -0.332 0.54 0.32 -0.15 0.00



[2]
55
Properties=species:S:1:pos:R:3:forces:R:3:nbo_charge:R:1 method="wB97M-V/def2-TZVPD" s2=4.215 total_charge=0 orbital_gap_ev="6.911 / 5.605" e_homo_ev="-7.13 / -5.80" spin_multiplicity=4
Cr -0.060 -0.606 -0.448 1.35 -0.51 2.72 0.61
P -1.438 0.503 -1.799 0.22 -0.06 -0.44 0.95
P 1.570 -0.371 1.501 0.04 -1.55 -2.02 1.13
O 1.067 -2.518 -1.597 -0.99 1.08 -0.40 -0.64
O 2.157 4.383 2.466 0.26 0.11 -0.44 -0.94
O 0.486 -2.487 -3.710 -0.04 0.54 1.50 -0.50
O -0.808 4.628 0.305 0.68 -1.08 0.74 -0.94
N 1.250 -2.863 -2.818 0.59 -0.63 -0.33 0.33
N 1.436 0.718 -1.238 0.38 1.16 0.20 -0.51
C -1.509 -2.502 0.964 -0.41 -0.21 0.76 -0.28
C 3.563 1.804 -1.297 0.07 0.04 0.06 -0.25
C -2.509 1.935 -1.629 -0.69 0.60 -0.22 -0.95
C 1.298 0.119 3.185 0.31 -0.18 0.59 -0.96
C -1.566 -1.111 0.943 0.78 0.17 -1.25 -0.36
C 2.585 1.090 -0.626 0.40 -0.26 -0.42 0.25
C -2.301 -3.222 1.862 -0.31 -0.23 -0.34 -0.20
C 2.379 -1.965 1.437 1.18 -0.69 1.19 -0.98
C 1.149 1.261 -2.444 0.54 -1.34 -0.48 0.25
C 2.932 0.579 0.751 -0.38 -1.13 -0.17 -0.76
C -3.387 -2.581 2.473 0.48 0.23 0.21 -0.24
C -2.332 -0.853 -2.569 -0.78 0.13 -0.35 -0.96
C 2.123 1.888 -3.204 -0.01 0.36 0.32 -0.23
C 3.350 2.161 -2.620 -0.02 0.10 -0.07 -0.14
C -2.466 -0.433 1.762 -0.65 -0.68 0.37 -0.27
C -3.446 -1.181 2.459 0.23 0.22 -0.17 -0.21
C -0.168 0.905 -3.070 -0.88 0.32 -0.23 -0.78
H 4.129 2.650 -3.183 0.10 0.01 -0.10 0.23
H -2.037 2.788 -1.119 -0.01 -0.44 -0.09 0.25
H 2.100 -0.322 3.776 -0.07 0.17 0.31 0.24
H 2.477 -2.321 0.409 -0.25 0.15 0.02 0.28
H 1.338 1.209 3.231 -0.01 -0.07 0.13 0.26
H 0.399 0.327 1.032 -1.70 1.99 -0.76 -0.10
H 1.661 4.206 1.657 -0.04 0.04 0.11 0.47
H -2.977 -0.481 -3.368 -0.16 -0.21 -0.06 0.23
H -4.164 -3.171 2.972 0.44 0.28 0.08 0.21
H -3.389 1.645 -1.039 0.20 0.05 -0.08 0.26
H -0.575 1.717 -3.683 0.41 0.08 -0.14 0.24
H -2.081 -4.272 2.064 -0.43 0.08 -0.33 0.21
H -2.859 2.293 -2.609 0.03 -0.16 0.20 0.23
H -1.612 -1.570 -2.983 -0.03 0.17 0.19 0.29
H 3.331 1.275 1.459 -0.01 1.13 0.10 0.26
H -0.344 3.889 -0.155 -0.52 0.73 0.62 0.47
H -2.924 -1.340 -1.788 -0.05 0.01 -0.21 0.25
H -0.841 -3.005 0.259 0.07 -0.20 0.40 0.21
H 1.880 2.116 -4.234 0.19 0.22 0.08 0.23
H 3.750 -0.161 0.690 -0.32 0.32 -0.40 0.26
H -0.111 0.015 -3.720 0.32 0.17 0.31 0.30
H 2.867 4.968 2.156 -0.24 -0.18 0.27 0.47
H -4.244 -0.679 3.017 0.25 -0.11 -0.24 0.20
H -2.429 0.659 1.841 -0.19 -0.32 -0.07 0.20
H 3.383 -1.773 1.845 0.03 -0.65 0.13 0.21
H 4.510 1.968 -0.775 -0.32 0.18 -0.35 0.23
H 1.861 -2.699 2.046 -0.05 -0.21 -0.01 0.25
H -0.788 4.387 1.267 -0.09 0.24 -1.33 0.48
H 0.329 -0.236 3.546 0.08 0.01 -0.13 0.27



The evaluated energy above the lowest of the compared OMol25 structures with the same formula, charge and spin for the records listed, in turn: 89.5 114.7 kJ/mol.
The evaluated calculated total energy for the records listed, in turn: -1165.60518 -2802.61659 a.u..